The following is a quantum chemistry calculation of a 2-piece molecular cluster, C2H3BrO overall at a distorted geometry, from OMol25.

Properties
multiplicity	1
orbital gap (alpha / beta)	3.98 / 3.46	eV
HOMO energy (alpha / beta)	-7.500 / -7.294	eV

```
7
Properties=species:S:1:pos:R:3:forces:R:3
C 2.7944 0.2878 -1.9481 -0.11 -1.00 0.36
C 0.4997 -0.1346 0.7134 0.25 -1.43 -4.52
O 3.6332 -0.4617 -1.6924 -0.12 -0.09 -0.14
Br 3.1367 2.3005 -1.7995 -0.03 0.95 0.11
H 0.8517 0.1973 1.5999 1.27 0.93 2.68
H 1.2211 -0.5282 -0.1095 -1.53 0.75 1.66
H -0.5723 -0.0858 0.5413 0.28 -0.12 -0.16
```
Positions in Å, forces in eV/Å.

The following is a quantum chemistry calculation of a 3-piece molecular cluster, C2H3BrO2 overall at a distorted geometry, from OMol25.

Properties
multiplicity	1
orbital gap (alpha / beta)	5.23 / 5.23	eV
HOMO energy (alpha / beta)	-8.821 / -8.821	eV

```
8
Properties=species:S:1:pos:R:3:forces:R:3
C -0.8512 -0.6230 0.2262 -1.55 -0.66 0.02
C 0.0588 0.3340 0.1084 0.33 0.36 -0.29
O 2.5595 0.4580 -0.1226 -0.14 -0.79 0.40
O 0.8728 1.1324 -0.0714 -0.24 0.64 -0.12
Br -3.4978 -0.1801 -0.1201 1.33 0.04 0.17
H -1.0171 -1.2834 -0.6080 0.08 -0.03 -0.19
H -1.1439 -0.9859 1.1958 0.11 0.00 0.22
H 3.0187 1.1481 -0.6084 0.08 0.45 -0.22
```
Positions in Å, forces in eV/Å.

The following is a quantum chemistry calculation of one molecule with the formula C2H3BrO2 at a distorted geometry, from OMol25.

Properties
multiplicity	1
orbital gap (alpha / beta)	7.84 / 8.20	eV
HOMO energy (alpha / beta)	-9.476 / -9.840	eV

```
8
Properties=species:S:1:pos:R:3:forces:R:3
C 0.6826 -0.5001 0.4488 3.03 -3.73 -3.66
C -0.3563 0.1416 -0.3360 -1.14 -1.71 0.67
O 1.5035 -1.2796 -0.2428 -1.49 1.27 -0.32
O 2.5803 -2.0780 0.0967 -1.66 1.47 0.83
Br -2.2173 -0.7717 0.0331 1.41 0.57 -0.08
H 0.8430 -0.5393 1.4486 0.11 0.43 3.15
H -0.2213 -0.0951 -1.3856 0.04 0.79 -0.02
H -0.5129 1.1128 0.0731 -0.29 0.91 -0.57
```
Positions in Å, forces in eV/Å.

The following is a quantum chemistry calculation of C2H3BrO3S as an isolated structure at a distorted geometry, from OMol25.

Properties
multiplicity	1
orbital gap	11.14	eV
HOMO energy	-10.666	eV

```
10
Properties=species:S:1:pos:R:3:forces:R:3
C 0.9754 0.5449 0.6709 -2.80 -2.65 -1.83
C -0.2813 0.6578 -0.7585 3.84 -0.68 2.65
O -0.4579 -1.9985 -1.3122 0.08 0.46 0.37
O -1.6180 -1.1972 0.6916 -0.41 0.21 0.67
O 0.9148 -0.9787 0.5610 -1.25 1.67 -0.59
S -0.5607 -1.0623 -0.2326 3.04 -1.09 -1.06
Br -1.7942 1.5510 -0.2100 -0.88 1.73 -0.54
H 1.9968 0.8602 0.7047 0.53 0.22 -1.02
H 0.5174 0.7965 1.6158 -0.62 0.37 -0.06
H 0.3078 0.8262 -1.7307 -1.52 -0.24 1.42
```
Positions in Å, forces in eV/Å.

The following is a quantum chemistry calculation of one molecule with the formula C2H3BrO3S at a distorted geometry, from OMol25.

Properties
multiplicity	1
orbital gap	10.20	eV
SMILES	CS(=O)(=O)C(=O)Br
HOMO energy	-10.736	eV

```
10
Properties=species:S:1:pos:R:3:forces:R:3
C 1.7997 -2.0818 -0.8610 1.75 -1.67 -0.31
C 0.1870 -0.0870 -0.0537 0.54 0.55 0.00
O 1.6441 -2.6126 0.1764 0.44 0.45 -1.08
O -0.3754 -1.4941 -2.1198 0.71 0.55 0.19
O 1.6186 0.0443 -2.3377 -0.84 -0.13 0.62
S 0.7571 -0.7982 -1.5535 0.30 0.02 -0.80
Br 3.3346 -2.4992 -2.2933 -1.37 0.11 1.53
H -0.3155 -0.8835 0.4142 -1.00 -1.04 0.46
H 0.8711 0.2969 0.7399 -0.16 0.26 -1.40
H -0.5287 0.5565 -0.5459 -0.36 0.90 0.79
```
Positions in Å, forces in eV/Å.

The following is a quantum chemistry calculation of one molecule with the formula C2H3BrOS at a distorted geometry, from OMol25.

Properties
multiplicity	1
orbital gap	9.93	eV
SMILES	CSC(=O)Br
HOMO energy	-9.897	eV

```
8
Properties=species:S:1:pos:R:3:forces:R:3
C -2.7946 -0.3798 0.0427 1.24 0.13 -0.86
C -0.0411 0.2338 0.2357 -0.44 -2.85 -1.61
O -2.4431 -1.5146 0.0382 -0.40 1.14 0.37
S -1.5829 1.1032 -0.1968 -0.93 -1.09 0.71
Br -4.7094 0.0586 0.0570 0.87 0.19 0.04
H -0.4494 -0.8598 0.1260 1.29 1.73 0.29
H 0.3257 0.3388 1.2395 -0.21 0.48 0.47
H 0.8312 0.3232 -0.4835 -1.42 0.28 0.59
```
Positions in Å, forces in eV/Å.

The following is a quantum chemistry calculation of a 2-piece molecular cluster, C2H3BrS overall at a distorted geometry, from OMol25.

Properties
multiplicity	1
orbital gap (alpha / beta)	6.16 / 6.14	eV
HOMO energy (alpha / beta)	-8.201 / -8.192	eV

```
7
Properties=species:S:1:pos:R:3:forces:R:3
C 0.1696 0.6073 0.4951 0.75 1.68 0.13
C 0.0155 -0.7802 0.1816 -0.90 -1.93 -2.56
S 0.5314 1.8244 1.3455 -0.44 -1.06 -0.81
Br -0.5318 1.8185 -2.2347 0.24 -0.59 1.04
H -0.7484 -1.1930 0.9021 0.68 0.30 -0.70
H 0.9897 -1.4104 0.2749 -1.53 1.41 -0.12
H -0.4258 -0.8666 -0.9645 1.20 0.18 3.03
```
Positions in Å, forces in eV/Å.

The following is a quantum chemistry calculation of a 2-piece molecular cluster, C2H3BrS2 overall at a distorted geometry, from OMol25.

Properties
multiplicity	1
orbital gap	8.24	eV
HOMO energy	-8.441	eV

```
8
Properties=species:S:1:pos:R:3:forces:R:3
C -0.5826 0.1334 0.9344 2.82 -2.65 1.40
C 1.2146 -0.7984 1.3092 -3.35 -1.60 0.05
S -1.8865 -0.7708 0.9788 -0.28 0.05 -0.17
S -0.2448 1.7705 0.7304 -0.16 0.68 -0.27
Br 2.3826 0.2043 0.2677 1.29 -0.01 -0.13
H 1.1338 -1.9176 1.0009 -0.28 2.23 -0.40
H 1.4335 -0.9762 2.3895 -0.10 1.41 -0.64
H -1.4950 2.1346 0.3734 0.06 -0.11 0.17
```
Positions in Å, forces in eV/Å.

The following is a quantum chemistry calculation of one molecule with the formula C2H3BrSi at a distorted geometry, from OMol25.

Properties
multiplicity	1
orbital gap	9.20	eV
SMILES	BrC1=C[SiH2]1
HOMO energy	-8.972	eV

```
7
Properties=species:S:1:pos:R:3:forces:R:3
C -0.1309 -1.1765 0.0806 3.59 9.64 -1.67
C 0.9375 0.0156 -0.1203 -5.15 -5.31 1.46
Si -0.8335 0.6576 -0.0753 3.98 -3.93 -0.73
Br 2.8035 0.1016 -0.0630 -0.35 -0.09 0.08
H -0.2423 -2.1776 0.3090 0.22 -2.00 0.08
H -0.9287 1.5867 -1.1258 -0.85 0.70 -1.37
H -1.6055 0.9926 0.9948 -1.43 1.00 2.15
```
Positions in Å, forces in eV/Å.

The following is a quantum chemistry calculation of one molecule with the formula C2H3BrSi at a distorted geometry, from OMol25.

Properties
multiplicity	3
orbital gap (alpha / beta)	5.92 / 6.25	eV
HOMO energy (alpha / beta)	-5.671 / -8.914	eV

```
7
Properties=species:S:1:pos:R:3:forces:R:3
C -0.6078 -0.4048 0.1172 -1.95 0.11 1.72
C -1.9271 0.0055 0.0213 3.49 1.22 -0.84
Si 1.2591 0.0283 0.0756 -2.34 -1.17 -0.63
Br -3.6732 0.1796 0.1562 -0.43 -0.81 0.29
H 1.5072 -1.2184 -0.6341 1.00 -0.62 0.37
H 1.9862 0.5120 1.2621 -0.31 -0.44 0.22
H 1.4556 0.8979 -0.9983 0.53 1.71 -1.13
```
Positions in Å, forces in eV/Å.

The following is a quantum chemistry calculation of C2H3CdFO as an isolated structure at a distorted geometry, from OMol25.

Properties
multiplicity	1
orbital gap (alpha / beta)	7.02 / 7.02	eV
HOMO energy (alpha / beta)	-8.284 / -8.283	eV

```
8
Properties=species:S:1:pos:R:3:forces:R:3
C -0.3193 -0.4708 0.3750 -1.22 -1.80 -1.14
C 0.6137 0.6143 0.2253 0.35 0.84 -0.39
H -1.1663 -0.3685 1.0692 0.18 -0.16 -0.62
F 0.3062 -1.6957 0.5785 -0.82 1.27 -0.52
H 0.2130 1.5830 0.5523 0.50 -0.43 0.16
H 1.6731 0.3827 0.3789 -0.51 0.20 0.16
O -1.2926 -0.6195 -1.2599 -1.27 -2.51 4.14
Cd -0.0279 0.5746 -1.9192 2.78 2.59 -1.78
```
Positions in Å, forces in eV/Å.

The following is a quantum chemistry calculation of a 2-piece molecular cluster, C2H3Cl2FO overall at a distorted geometry, from OMol25.

Properties
multiplicity	1
orbital gap	7.63	eV
HOMO energy	-9.243	eV

```
9
Properties=species:S:1:pos:R:3:forces:R:3
C 0.7768 -0.0572 0.6852 -0.69 1.33 -0.22
C -0.4180 0.5876 -0.1378 -0.43 -1.59 -1.22
O -0.3683 0.4886 -1.4554 -0.95 2.41 2.10
F 1.5289 -0.6163 -0.2790 0.60 -1.44 -0.87
Cl -1.8670 -1.6982 0.0070 0.85 1.20 0.08
Cl -1.4983 1.7875 0.3727 0.84 -0.53 0.23
H 1.5112 0.6117 1.1576 -1.04 0.69 0.20
H 0.3758 -0.7637 1.3966 -0.14 -0.28 -0.03
H -0.0411 -0.3399 -1.7468 0.95 -1.79 -0.26
```
Positions in Å, forces in eV/Å.